Entry 1:
Entry from the Open Molecules 2025 dataset: a structure of composition C38H43FMgN10O5S (wB97M-V/def2-TZVPD).

- Frontier orbital gap: 0.2622 hartree

```
99
Properties=species:S:1:pos:R:3:mulliken_charge:R:1
Mg -0.12360 0.96383 -1.03530 1.93
C 0.82999 4.60252 1.35927 -1.09
C -0.37535 5.26110 1.17895 -0.62
C -1.19357 4.88197 0.13348 -0.84
C -0.78294 3.85179 -0.70596 0.40
N 0.37417 3.20451 -0.52843 0.03
C 1.15183 3.58121 0.48787 -0.11
C -1.64683 3.37469 -1.83184 0.81
C -2.75689 4.09023 -2.25629 -0.95
C -3.56769 3.54299 -3.23458 -0.96
C -3.22585 2.32321 -3.78761 -0.79
C -2.06397 1.69739 -3.36059 0.29
N -1.29969 2.20752 -2.38726 0.37
C -1.61609 0.42685 -3.99367 0.93
C -2.52766 -0.57998 -4.28542 -0.83
C -2.05355 -1.75284 -4.84240 -0.55
C -0.69725 -1.86790 -5.10170 -0.61
C 0.12759 -0.80323 -4.78145 -0.32
N -0.31173 0.32933 -4.23521 -0.47
H 1.50063 4.85425 2.16882 0.47
H -0.68402 6.04571 1.85761 0.43
H -2.15822 5.34667 0.00519 0.31
H 2.06690 3.02300 0.62549 0.38
H -2.99498 5.04977 -1.82566 0.44
H -4.45487 4.06674 -3.56593 0.44
H -3.82302 1.87146 -4.56758 0.53
H -3.57074 -0.47239 -4.01700 0.40
H -2.72822 -2.57262 -5.04955 0.42
H -0.28229 -2.76889 -5.53336 0.40
H 1.19793 -0.85949 -4.96076 0.69
C -5.58107 0.55060 2.30704 -0.95
C -4.65111 1.63809 2.83140 -0.76
N -3.30349 1.16535 3.14088 0.23
C -3.06060 0.68631 4.50712 -0.65
C -3.21449 -0.82274 4.65093 -0.73
C -2.33938 1.07202 2.18996 0.35
S -2.70552 1.48175 0.57412 -0.39
N -1.17280 0.57799 2.70056 -0.12
C -0.04038 0.44011 2.04285 -0.94
O 0.25313 0.76436 0.86385 1.19
C 1.06375 -0.24785 2.80040 0.63
C 0.78505 -1.07834 3.88156 -0.24
C 1.80573 -1.78558 4.49927 -0.96
C 3.11673 -1.64564 4.06000 -0.38
C 3.40257 -0.79867 2.99816 -0.84
C 2.37728 -0.11466 2.36306 0.45
H -6.53344 0.99013 2.00175 0.39
H -5.78789 -0.20357 3.06699 0.31
H -5.13688 0.06417 1.43944 0.21
H -5.05585 2.06753 3.74955 0.39
H -4.56614 2.43470 2.09654 0.39
H -3.77276 1.20333 5.15206 0.41
H -2.05967 0.98481 4.80393 0.40
H -4.22549 -1.15083 4.40888 0.31
H -2.99812 -1.12776 5.67746 0.34
H -2.52416 -1.34070 3.98366 -0.02
H -0.24089 -1.17586 4.21298 0.38
H 1.57936 -2.45429 5.32084 0.44
H 3.91118 -2.20599 4.53709 0.42
H 4.42272 -0.69615 2.64779 0.36
H 2.57767 0.50929 1.50004 0.07
F 3.55480 -2.27424 0.05178 -0.34
C 2.44795 -2.74269 0.65603 0.89
C 1.24363 -2.26099 0.34921 0.35
N 0.08251 -2.73694 0.91920 -0.08
C -1.21105 -2.21987 0.45194 0.62
C -1.08923 -1.93731 -1.04805 -0.72
O -0.91164 -2.86827 -1.83215 -0.72
O -1.10217 -0.69562 -1.33134 -0.39
C 0.11464 -3.70725 1.89660 0.15
O -0.87108 -4.13452 2.46348 -0.71
N 1.38919 -4.16832 2.19855 0.15
C 2.61404 -3.78402 1.65550 -0.37
O 3.65911 -4.28662 2.00820 -0.68
H 1.13626 -1.45516 -0.36902 0.02
H -1.46686 -1.30921 0.99036 -0.84
H -1.96174 -2.98079 0.64494 0.75
H 1.42229 -4.88450 2.90692 0.28
C 4.79269 0.00204 -0.93978 -1.13
N 3.77385 0.42958 -1.89079 -0.06
C 3.47399 1.84222 -1.83238 -0.89
C 2.72633 -0.43729 -2.15262 -0.09
N 1.49737 -0.06965 -1.95567 0.21
N 3.09927 -1.65525 -2.63666 0.94
C 4.40318 -1.89880 -3.22898 -1.26
C 2.19747 -2.79431 -2.69877 -1.53
H 4.59493 0.43550 0.04784 0.39
H 5.78632 0.32075 -1.26333 0.26
H 4.78624 -1.07875 -0.82896 0.38
H 4.37778 2.40487 -2.07323 0.41
H 3.14158 2.14236 -0.83460 0.06
H 2.69266 2.09163 -2.54523 0.26
H 0.85866 -0.75065 -2.36774 -1.00
H 4.92149 -0.96145 -3.40591 0.38
H 4.26794 -2.40973 -4.18525 0.38
H 5.02159 -2.53866 -2.59231 0.32
H 1.21036 -2.58954 -2.28904 0.70
H 2.62553 -3.63155 -2.13967 0.29
H 2.06505 -3.10831 -3.73834 0.39
```

=====

Entry 2:
Entry from the Open Molecules 2025 dataset: a cluster of 2 separate species, Br2ClOP in total in a non-equilibrium geometry (wB97M-V/def2-TZVPD).

- Frontier orbital gap (spin up / spin down): 0.2655 / 0.2532 hartree

```
5
Properties=species:S:1:pos:R:3:mulliken_charge:R:1
O 0.99136 0.66093 -0.05122 -0.39
P -0.16313 -0.21266 -0.04318 0.67
Cl -1.62412 0.33007 1.19582 -0.07
Br 0.30687 -3.20592 0.52358 -0.20
Br -1.00617 -0.50661 -2.05728 -0.01
```

=====

Entry 3:
Entry from the Open Molecules 2025 dataset: a structure of composition C4H7NO2 in a non-equilibrium geometry (wB97M-V/def2-TZVPD).

- Frontier orbital gap: 0.3642 hartree

```
14
Properties=species:S:1:pos:R:3:mulliken_charge:R:1
O -1.70567 -1.09795 0.46543 -0.57
C -1.07625 -0.24751 -0.11091 0.45
C -1.21366 1.23773 -0.18455 -0.43
N 0.13966 1.31810 -0.78949 -0.56
C 0.34436 -0.14788 -0.74639 0.29
C 1.28290 -0.84570 0.19051 -0.95
O 1.16669 -0.33785 1.47927 -0.56
H 0.26550 -1.25243 1.50060 0.51
H 0.52657 -1.97551 0.21059 0.24
H -1.32132 1.64501 0.82673 0.25
H -2.03060 1.57805 -0.82669 0.28
H 0.78725 1.80336 -0.18019 0.30
H 0.52435 -0.58917 -1.72739 0.38
H 2.31021 -1.08824 -0.10753 0.36
```

=====

Entry 4:
Entry from the Open Molecules 2025 dataset: a cluster of 2 separate species, C4H14NOS in total in a non-equilibrium geometry (wB97M-V/def2-TZVPD).

- Frontier orbital gap: 0.3259 hartree
- Total charge: +1

```
21
Properties=species:S:1:pos:R:3:mulliken_charge:R:1
C -0.58717 1.58788 0.10285 -0.64
C 0.48551 1.09671 -0.83785 -0.57
C 0.62134 -0.44334 -0.92985 -0.86
S -0.99038 -1.19370 -1.26880 -0.05
C -0.89878 -2.80568 -0.28387 -0.83
N -0.47164 0.90624 1.45761 -0.18
H -1.58025 1.48032 -0.30842 0.43
H -0.33840 2.60441 0.41254 0.33
H 0.15979 1.51041 -1.80281 0.38
H 1.49727 1.47671 -0.71701 0.34
H 1.30571 -0.70717 -1.72461 0.40
H 1.02612 -0.77757 0.02545 0.42
H -1.00571 -3.50917 -1.09900 0.36
H 0.14247 -2.89040 0.03338 0.29
H -1.58780 -2.90497 0.54450 0.28
H 0.43208 1.14255 1.89184 0.25
H -0.57648 -0.11380 1.46746 0.31
H -1.22180 1.18678 2.10095 0.40
H 2.27823 1.54810 3.07139 0.30
H 3.11548 1.94400 1.90331 0.31
O 2.19045 1.69287 2.10702 -0.66
```

=====

Entry 5:
Entry from the Open Molecules 2025 dataset: a cluster of 11 separate species, C44H66O33 in total in a non-equilibrium geometry (wB97M-V/def2-TZVPD).

- Frontier orbital gap: 0.3838 hartree
- Structure (SMILES): C[C@H]1COC(=O)O1.C[C@H]1COC(=O)O1.C[C@H]1COC(=O)O1.C[C@H]1COC(=O)O1.C[C@H]1COC(=O)O1.C[C@H]1COC(=O)O1.C[C@H]1COC(=O)O1.C[C@H]1COC(=O)O1.C[C@H]1COC(=O)O1.C[C@H]1COC(=O)O1.C[C@H]1COC(=O)O1

```
143
Properties=species:S:1:pos:R:3:mulliken_charge:R:1
C -2.74382 3.79144 -3.16664 -1.06
C -2.89953 5.26971 -3.43541 0.83
C -4.28786 5.53107 -4.10870 -0.53
O -4.73710 6.68102 -3.46761 -0.40
C -3.94329 7.06308 -2.41617 0.52
O -4.13091 8.04987 -1.72357 -0.56
O -2.91056 6.13829 -2.31588 -0.23
H -3.66687 3.22672 -3.29757 0.63
H -2.78146 3.50096 -2.11674 0.15
H -1.83076 3.44011 -3.64725 -0.10
H -2.20351 5.54510 -4.22776 0.20
H -5.11639 4.82420 -4.15292 0.27
H -4.35529 5.79433 -5.16429 0.27
C -2.26485 -2.17689 -2.17205 -0.71
C -2.06751 -3.30454 -3.24697 0.39
C -2.24435 -3.05055 -4.72759 -0.49
O -1.04783 -2.90741 -5.40637 -0.30
C -0.12540 -3.39040 -4.55719 0.60
O 1.06246 -3.69911 -4.81211 -0.62
O -0.67899 -3.46005 -3.28812 -0.19
H -1.57191 -2.21510 -1.33153 0.10
H -3.30966 -2.12496 -1.86585 0.42
H -2.22059 -1.21971 -2.69162 -0.08
H -2.43476 -4.28383 -2.94002 0.38
H -2.72907 -2.07471 -4.75730 0.23
H -2.82606 -3.81630 -5.24075 0.26
C -1.58694 -4.90477 0.81592 -1.54
C -2.50702 -4.62287 1.99648 0.68
C -2.98432 -3.15211 2.01027 0.59
O -4.39459 -3.34248 2.28073 -0.37
C -4.78294 -4.69914 2.25720 0.55
O -5.90492 -5.16118 2.37010 -0.58
O -3.73032 -5.41962 1.86815 -0.41
H -1.98875 -5.00265 -0.19258 0.24
H -1.24131 -5.92566 0.97848 0.52
H -0.69585 -4.29297 0.95658 0.37
H -1.98262 -4.80692 2.93415 0.29
H -3.01819 -2.65890 1.03883 -0.54
H -2.47039 -2.33330 2.51378 0.18
C 2.56787 -2.21125 7.64399 -1.39
C 1.05335 -1.97179 7.40307 0.26
C 0.46525 -0.59068 7.23978 -0.26
O -0.12421 -0.57783 5.98907 -0.26
C 0.16559 -1.82013 5.34063 0.63
O -0.31719 -2.16148 4.28766 -0.43
O 0.89372 -2.52968 6.11741 -0.38
H 2.77742 -1.67031 8.56681 0.42
H 3.30695 -2.06077 6.85710 0.24
H 2.86937 -3.18081 8.04042 0.40
H 0.32361 -2.45832 8.05026 0.37
H 1.24379 0.17198 7.25810 0.08
H -0.33323 -0.58888 7.98176 0.36
C 6.66314 -3.49641 0.28517 -1.33
C 6.57462 -1.98131 0.31552 0.58
C 6.26049 -1.34181 -0.94135 -0.64
O 5.22494 -0.43049 -0.67580 -0.36
C 4.81014 -0.66023 0.60060 0.52
O 3.84153 -0.15552 1.12870 -0.39
O 5.48025 -1.71820 1.08101 -0.25
H 7.49321 -3.88844 -0.30252 0.39
H 5.76576 -4.03772 -0.01451 0.18
H 6.80872 -3.71168 1.34373 0.39
H 7.51110 -1.55180 0.67137 0.33
H 6.18004 -1.97722 -1.82332 0.23
H 7.03769 -0.83646 -1.51466 0.36
C 3.58617 3.66382 5.70428 -1.56
C 2.40795 2.81986 5.35958 0.68
C 2.07947 2.88223 3.87023 -0.53
O 2.03256 1.44624 3.53360 -0.06
C 2.65476 0.68665 4.52850 0.34
O 3.07670 -0.48524 4.41803 -0.59
O 2.79655 1.45733 5.58739 -0.43
H 3.54677 3.86474 6.77489 0.36
H 3.79339 4.59666 5.17991 0.36
H 4.52172 3.16694 5.44741 0.42
H 1.54603 3.17482 5.92454 0.35
H 2.86890 3.28204 3.23381 0.26
H 1.15824 3.44530 3.72059 0.34
C 0.20260 -0.41876 1.44453 -1.05
C 0.11062 0.68371 0.49314 2.03
C 1.34309 0.80248 -0.38458 0.29
O 0.79291 1.20003 -1.63761 -0.29
C -0.45419 0.91906 -1.68609 -0.19
O -1.13145 1.01344 -2.73587 -0.52
O -0.89380 0.43672 -0.44223 0.51
H 1.11580 -0.24959 2.01511 0.06
H 0.29215 -1.46088 1.13782 0.27
H -0.47202 -0.35580 2.29837 -0.50
H 0.07479 1.56315 1.13609 -0.44
H 1.97041 -0.08285 -0.48833 -0.35
H 1.91976 1.68982 -0.12350 0.24
C -1.51939 1.15009 -5.89338 -0.69
C -2.83087 1.22390 -6.76289 0.59
C -2.66903 1.82058 -8.13390 -0.47
O -3.02174 0.80093 -9.01056 -0.35
C -3.49130 -0.28678 -8.28509 0.61
O -3.83798 -1.37814 -8.79736 -0.60
O -3.30119 -0.08166 -7.01781 -0.28
H -1.45693 1.94750 -5.15288 -0.05
H -0.63509 1.21076 -6.52774 0.43
H -1.34129 0.22152 -5.35104 0.00
H -3.58352 1.75029 -6.17592 0.25
H -1.72153 2.29407 -8.39113 0.35
H -3.31880 2.68473 -8.27226 0.24
C -4.34819 0.39185 0.19788 -0.36
C -4.47973 1.20691 1.55109 0.19
C -4.76695 0.32632 2.71921 -0.24
O -3.73307 0.38458 3.59345 -0.31
C -2.68896 1.10673 3.04824 0.48
O -1.59058 1.22481 3.61305 -0.46
O -3.10465 1.62553 1.80035 -0.14
H -5.30729 0.03333 -0.17588 0.54
H -3.80404 -0.53797 0.36354 -0.22
H -3.72841 1.01479 -0.44703 -0.06
H -5.19646 2.02181 1.44952 0.34
H -4.76838 -0.70687 2.37194 -0.03
H -5.64716 0.66269 3.26711 0.33
C 2.03572 6.73780 0.81536 -1.46
C 1.40311 5.42066 0.37070 1.19
C -0.09306 5.30181 0.37638 -0.38
O -0.51590 4.96815 -1.03794 -0.17
C 0.58975 5.06300 -1.75509 0.59
O 0.66175 4.93448 -3.03838 -0.65
O 1.68969 5.23250 -0.94047 -0.40
H 2.21707 7.21240 -0.14900 0.37
H 2.96734 6.54807 1.34845 0.36
H 1.32818 7.38845 1.32930 0.35
H 1.95790 4.71298 0.98672 -0.29
H -0.60307 6.18553 0.75981 0.41
H -0.41071 4.42276 0.93716 0.05
C 3.02451 -3.20645 -1.09478 -0.49
C 2.83940 -4.71030 -1.17111 0.34
C 3.71659 -5.43431 -2.27533 -0.33
O 3.91108 -6.60556 -1.57711 -0.36
C 3.61620 -6.54405 -0.32243 0.67
O 3.39523 -7.54274 0.35247 -0.61
O 3.06398 -5.37458 -0.02817 -0.37
H 4.10791 -3.08907 -1.11912 -0.46
H 2.52378 -2.73990 -0.24642 0.05
H 2.63634 -2.67620 -1.96441 0.46
H 1.77085 -4.86235 -1.32339 0.40
H 4.71968 -5.01853 -2.37042 0.29
H 3.20943 -5.55132 -3.23304 0.31
```

=====

Entry 6:
Entry from the Open Molecules 2025 dataset: a structure of composition C23H49N2OP3PdSe in a non-equilibrium geometry (wB97M-V/def2-TZVPD).

- Expectation value of S²: 6.06
- Frontier orbital gap (spin up / spin down): 0.2646 / 0.1186 hartree
- Spin multiplicity: 5
- Total charge: +4

```
80
Properties=species:S:1:pos:R:3:mulliken_charge:R:1
Pd -0.32812 -0.30770 -0.01113 -0.25
P -2.14610 -1.24388 1.16915 0.70
P 1.14039 -2.23270 0.31839 0.89
P -1.42752 1.45470 -1.03409 0.77
H 4.66131 -0.15788 -5.85351 0.32
C 4.64020 0.89667 -5.54661 -0.55
C 4.49050 1.36406 -4.27813 -0.51
H 4.48080 0.72525 -3.36072 0.27
C -3.26361 -2.28264 0.16700 -1.17
C -1.67098 -2.29741 2.57909 -0.76
C -3.34570 -0.04580 1.87006 -1.00
C 2.47801 -2.22945 -0.93327 -1.11
C 1.92907 -2.40442 1.93058 -0.87
C 0.34791 -3.84427 -0.09111 -1.01
C -0.55686 2.27762 -2.37850 -0.91
C -1.90898 2.78968 0.10826 -1.07
C -2.98980 0.99046 -1.84642 -0.98
H 4.74249 1.58419 -6.42509 0.25
H 4.49002 2.45313 -4.12612 0.27
H -4.07385 -2.65136 0.81085 0.49
H -2.72264 -3.13235 -0.26433 0.28
H -3.69339 -1.68978 -0.65027 0.32
H -2.54690 -2.44527 3.22689 0.55
H -0.88047 -1.80796 3.16189 -0.17
H -1.30574 -3.27896 2.25106 0.35
H -4.03409 -0.55871 2.55748 0.54
H -3.93420 0.43108 1.07451 0.36
H -2.81532 0.72684 2.43802 0.15
H 3.10566 -3.13698 -0.93653 0.49
H 3.13743 -1.37789 -0.71653 0.42
H 2.00961 -2.11971 -1.92416 0.24
H 2.99266 -2.69058 1.86208 0.48
H 1.37101 -3.23001 2.41755 0.45
H 1.90407 -1.44558 2.48450 -0.08
H 1.08876 -4.65004 -0.03714 0.48
H 0.00143 -3.87753 -1.12865 0.16
H -0.51928 -4.07346 0.53440 0.25
H -1.23495 3.01313 -2.83034 0.53
H -0.27135 1.51478 -3.11207 0.16
H 0.32451 2.77423 -1.96188 0.45
H -2.27068 3.63209 -0.50957 0.47
H -1.04793 3.09332 0.72553 0.23
H -2.71020 2.43668 0.77383 0.35
H -3.34023 1.91369 -2.32375 0.52
H -3.72697 0.62160 -1.12374 0.30
H -2.80387 0.22729 -2.61254 0.10
C -0.61986 -1.58048 -4.43604 0.15
C 0.47416 -0.75859 -4.10898 0.06
C 1.28681 -0.12351 -5.05555 -0.38
C 0.98805 -0.22626 -6.40451 -0.48
C -0.12260 -1.01797 -6.75409 -0.65
C -0.91853 -1.67293 -5.80590 -0.46
Se -2.00121 -2.40581 -3.37030 0.15
H -1.05281 -3.31592 -2.56306 0.20
H 0.73333 -0.57237 -3.08127 0.72
H 2.14672 0.48074 -4.76810 0.30
H 1.54143 0.26103 -7.21926 0.48
H -0.38807 -1.12861 -7.80329 0.43
H -1.80005 -2.22619 -6.13481 0.43
C 0.87138 -0.57220 5.38504 -0.82
N 0.79807 0.82640 4.98263 0.27
C -0.23631 1.54995 5.67391 -0.54
C -0.11588 3.04942 5.50651 -0.77
C -0.05916 3.35267 4.02004 -0.35
N 1.00848 2.61377 3.41691 0.37
C 1.50581 2.92138 2.08900 -0.91
C 1.28539 1.29305 3.76979 0.42
O 2.07168 0.64149 3.05611 -0.68
H 0.84716 -0.57719 6.49584 0.36
H 1.77543 -1.09851 5.04489 0.33
H -0.02704 -1.10520 5.01648 0.33
H -1.22872 1.25273 5.29911 0.31
H -0.21531 1.26396 6.72361 0.39
H 0.76528 3.45426 6.01810 0.33
H -1.01488 3.51015 5.94104 0.38
H -0.00914 4.42398 3.78799 0.48
H -1.04515 3.01934 3.65835 0.17
H 1.66755 3.96798 1.75984 0.35
H 2.46258 2.40626 2.03372 0.36
H 0.85928 2.38497 1.38136 0.12
```

=====

Entry 7:
Entry from the Open Molecules 2025 dataset: an isolated molecule of C2H3N3O (wB97M-V/def2-TZVPD).

- Frontier orbital gap: 0.3635 hartree
- Structure (SMILES): CN=C=NN=O

```
9
Properties=species:S:1:pos:R:3:mulliken_charge:R:1
C 1.36523 0.63045 -0.97171 -0.64
C -0.45970 -0.12409 0.39214 0.64
N 0.70320 0.02582 0.16756 -0.30
O -1.74885 -1.36211 2.32877 -0.33
N -2.42547 -0.82005 1.49649 0.01
N -1.70204 -0.17104 0.51084 -0.18
H 1.09604 0.07597 -1.87664 0.28
H 1.01173 1.66379 -1.05902 0.29
H 2.44557 0.61843 -0.83554 0.23
```

=====

Entry 8:
Entry from the Open Molecules 2025 dataset: a cluster of 2 separate species, CH5PS2 in total in a non-equilibrium geometry (wB97M-V/def2-TZVPD).

- Frontier orbital gap: 0.3080 hartree
- Structure (SMILES): S=CS.P

```
9
Properties=species:S:1:pos:R:3:mulliken_charge:R:1
C -2.22942 -0.76906 -0.00300 -0.08
P 2.46087 0.72488 0.01996 0.10
S -0.77634 -1.26909 0.50827 -0.24
S -2.90322 0.74636 0.06883 -0.16
H -2.59897 -1.34548 -0.83629 0.30
H 3.41071 -0.26006 0.52059 0.04
H 3.40691 0.52584 -1.07301 0.05
H 1.57978 0.05414 -0.23437 -0.19
H -2.35031 1.59246 1.02903 0.18
```